Entry from the Open Molecules 2025 dataset: 8 unconnected molecules or ions with the total composition C34H32F40O14 in a non-equilibrium geometry (ωB97M-V with the def2-TZVPD basis set).

Cartesian coordinates (Å):
1 O -2.447 6.773 0.800
2 O -2.810 -1.850 -1.022
3 H -3.512 -5.242 -1.487
4 H -0.204 -0.122 -5.813
5 H 3.777 2.400 -2.951
6 F 1.990 -4.970 1.694
7 F 4.923 0.626 -0.891
8 C -0.984 5.704 2.237
9 H -1.909 0.278 -5.980
10 H -0.625 1.383 -0.603
11 F -7.521 -6.512 -3.987
12 F 2.061 0.039 -4.831
13 C 4.849 1.224 0.373
14 C 3.867 1.843 -3.896
15 F 0.927 -6.973 4.321
16 H -2.778 1.084 4.547
17 O 1.041 -0.447 3.525
18 C 3.348 5.063 3.048
19 H 4.039 1.041 2.928
20 H -0.467 -4.043 1.161
21 H -2.368 7.303 2.865
22 F -2.081 3.753 1.586
23 C -1.656 -3.412 2.916
24 F 4.426 5.419 2.272
25 F 0.300 -4.675 -2.075
26 H -3.474 -3.618 -2.314
27 H 2.268 1.128 2.731
28 F -2.604 8.439 -1.394
29 C -2.100 0.224 4.685
30 O 0.106 0.061 5.490
31 C -1.431 -0.691 -3.989
32 O -2.201 0.158 -0.172
33 F 0.192 3.835 1.438
34 H -1.023 -3.426 -1.550
35 O -0.854 1.491 -4.713
36 C 3.469 0.942 0.937
37 F -1.303 -5.116 -0.590
38 C 3.216 1.459 2.389
39 C 1.033 -5.621 2.400
40 H 6.280 0.739 -3.590
41 F 2.440 -7.519 2.886
42 F 5.239 1.630 -5.772
43 H 3.385 -2.121 -4.014
44 C 3.561 3.569 3.411
45 H 5.074 2.271 0.233
46 C 6.327 1.812 -3.700
47 O -1.073 0.312 3.647
48 F -0.670 5.139 3.457
49 F 3.174 -1.840 -2.013
50 F 5.849 0.796 1.217
51 H -2.633 -0.743 4.561
52 F 0.374 -6.486 1.553
53 C -3.534 7.602 0.584
54 O 3.945 0.391 -3.708
55 C -1.566 -3.538 4.428
56 C -0.019 -0.490 0.436
57 C -1.038 4.535 1.236
58 C -0.352 -3.749 2.187
59 H -1.152 4.833 0.216
60 F -2.772 -3.080 4.902
61 F 5.180 3.559 -4.752
62 F -1.833 -6.335 -2.803
63 C -1.208 0.324 5.946
64 H 2.553 -5.810 4.004
65 C 2.717 -0.117 -3.620
66 F 2.524 3.151 4.187
67 F -4.715 8.868 -1.226
68 H 3.036 2.151 -4.572
69 C 5.172 2.215 -4.521
70 H -0.949 -1.640 -3.960
71 C -2.332 6.453 2.209
72 H -1.201 1.395 1.078
73 H 2.382 5.219 2.571
74 C -2.037 -1.155 -0.504
75 O -4.191 -5.289 -3.456
76 H 0.987 -0.350 -0.012
77 O 0.193 -4.780 3.041
78 C -3.359 -4.702 -2.424
79 O -0.947 0.157 -2.981
80 F 4.639 3.219 4.069
81 F 6.336 2.526 -2.520
82 H -5.710 -7.325 -3.801
83 F -1.817 -4.478 -3.973
84 C -0.944 0.733 0.229
85 O -0.725 -1.547 -0.210
86 C 2.740 -1.634 -3.296
87 F 0.015 6.538 1.890
88 H -1.449 -0.445 6.672
89 H -2.952 5.625 2.459
90 C -6.143 -6.350 -4.100
91 C -3.754 7.924 -0.905
92 F -3.325 8.708 1.285
93 H 0.143 -0.860 1.418
94 F -0.650 -2.591 4.861
95 F -2.124 -2.185 2.508
96 F -2.623 -4.366 2.570
97 F -4.642 6.943 1.052
98 H -4.080 7.045 -1.475
99 F -6.024 -4.103 -3.303
100 C 0.141 -0.054 4.166
101 H -1.256 -4.496 4.772
102 C -0.999 -4.477 -1.749
103 F -5.942 -6.072 -5.399
104 F -5.820 -5.805 -1.894
105 O -0.260 2.278 -2.663
106 C -0.669 1.388 -3.402
107 F 2.533 1.514 0.119
108 F 3.404 5.927 4.141
109 F 7.456 2.203 -4.280
110 C -1.107 0.157 -5.266
111 F 2.035 0.490 -2.573
112 C -1.966 -5.037 -2.793
113 C -5.506 -5.342 -3.133
114 C 1.824 -6.438 3.469
115 F 1.432 -2.152 -3.353
116 F 3.378 -0.414 0.919
117 H -2.498 -0.739 -3.866
118 O 3.491 2.896 2.178
119 H 0.269 -2.816 2.246
120 H -1.142 1.281 6.486

Calculated values
SMILES   FC(F)C(F)(F)COC(F)(F)C(F)F.FC(F)C(F)(F)COC(F)(F)C(F)F.FC(F)C(F)(F)COC(F)(F)C(F)F.FC(F)C(F)(F)COC(F)(F)C(F)F.FC(F)C(F)(F)COC(F)(F)C(F)F.O=C1OCCO1.O=C1OCCO1.O=C1OCCO1
Total energy   -6362.831173 Ha
Lowest unoccupied orbital energy   0.26 eV

Atomic partial charges in e from the Löwdin method, atoms 1 to 5: atom 1 (O): 0.02, atom 2 (O): 0.17, atom 3 (H): 0.15, atom 4 (H): 0.12, atom 5 (H): 0.16

=====

Entry from the Open Molecules 2025 dataset: 5 unconnected molecules or ions with the total composition C34H32F4N5O5PS in a non-equilibrium geometry (ωB97M-V with the def2-TZVPD basis set).

Cartesian coordinates (Å):
1 C 3.206 0.637 -10.705
2 H 1.580 2.007 -10.316
3 H 1.999 -1.201 2.458
4 C 7.206 -5.463 1.839
5 H 8.640 -7.007 1.393
6 H -3.635 2.814 3.654
7 H 3.769 -2.321 3.062
8 H 6.878 -8.748 1.056
9 H -0.776 -4.697 -1.234
10 H 5.504 -4.199 2.236
11 C -7.995 5.634 6.792
12 F -1.359 -0.103 4.311
13 N 4.882 -6.116 1.794
14 C 2.094 -0.547 -1.920
15 H 5.701 -0.200 1.798
16 C 3.542 -0.902 -1.160
17 H 4.930 -0.664 -10.745
18 C -10.450 6.417 7.686
19 C 2.868 1.732 -8.615
20 H -2.333 -1.349 -1.480
21 C 5.285 -7.363 1.469
22 H -11.422 6.760 8.022
23 C -6.285 4.703 3.409
24 O -1.203 -2.050 2.096
25 S -0.938 -0.582 1.588
26 H -10.056 8.140 6.451
27 C -0.676 -3.555 -0.923
28 H -1.282 -3.300 -3.101
29 C -0.786 0.559 3.085
30 H -6.237 3.411 0.291
31 C -4.499 3.273 3.181
32 H -6.832 5.378 4.060
33 F 0.611 0.940 3.399
34 C 2.217 -0.318 -3.561
35 C 2.459 1.510 -9.920
36 H 0.257 -3.380 -0.240
37 C -8.679 4.796 7.659
38 H 4.485 -8.085 1.328
39 O 1.140 -0.264 -4.391
40 C 4.938 -0.994 -2.045
41 H 5.518 -0.156 -8.371
42 C 4.955 -0.434 -3.621
43 C -4.827 2.991 1.865
44 C 4.326 0.020 -10.159
45 C -9.693 7.184 6.815
46 C 3.515 -1.141 0.495
47 N -8.474 6.820 6.359
48 H -7.013 5.366 6.412
49 N 4.799 -2.172 2.982
50 C 7.589 -6.757 1.505
51 C -1.390 -1.215 -2.195
52 C 2.052 -1.033 1.279
53 C -5.948 3.608 1.319
54 C 0.621 -0.681 0.541
55 C -0.631 -2.658 -2.334
56 C 4.654 0.303 -8.843
57 O -0.540 -0.069 -1.868
58 H 7.942 -4.682 1.992
59 F 6.230 -0.244 -4.357
60 H -7.573 4.978 1.708
61 H 2.917 0.440 -11.733
62 O -2.206 -0.127 0.821
63 H 3.684 0.244 -5.460
64 C 5.853 -5.193 1.973
65 O 6.088 -1.532 -1.621
66 H -4.223 2.307 1.280
67 P 5.083 -1.499 1.538
68 C 6.612 -7.730 1.316
69 H 2.321 2.408 -7.964
70 H -1.704 -3.232 -0.409
71 H -1.862 -0.984 -3.268
72 H 0.446 -2.614 -2.808
73 H -10.496 4.570 8.794
74 C -9.930 5.200 8.113
75 H -8.246 3.853 7.972
76 H 6.006 -2.410 0.845
77 F -1.589 1.788 2.735
78 N 3.950 1.147 -8.057
79 C 0.648 -0.433 -1.087
80 C -6.694 4.481 2.104
81 N -5.203 4.117 3.967
82 C 3.686 -0.135 -4.339

Calculated values
SMILES   CCCOc1c(S(=O)(=O)C(F)(F)F)cc([PH2]=N)c2c1C(=O)C=C(F)C2=O.c1ccncc1.c1ccncc1.c1ccncc1.c1ccncc1
Total energy   -3103.021748 Ha
Lowest unoccupied orbital energy   -3.12 eV

Atomic partial charges in e from the Löwdin method, atoms 1 to 5: atom 1 (C): -0.08, atom 2 (H): 0.10, atom 3 (H): 0.11, atom 4 (C): -0.08, atom 5 (H): 0.10

=====

Entry from the Open Molecules 2025 dataset: a molecular structure, C34H32FeN3O3PS4 (ωB97M-V with the def2-TZVPD basis set).

Cartesian coordinates (Å):
1 C -5.043 -5.316 1.661
2 H 2.388 -2.880 -1.540
3 N -0.232 -1.928 -0.526
4 H 5.521 -4.508 -4.424
5 H -1.259 -3.102 2.252
6 H 3.786 4.179 -4.835
7 H 3.928 -2.737 -5.101
8 C 3.948 3.391 -4.109
9 C 0.147 -0.120 1.766
10 S -1.569 2.817 -2.016
11 C 4.484 -2.645 -4.176
12 H -0.860 -3.279 4.349
13 O -1.529 3.646 -0.842
14 N -0.846 -2.375 1.693
15 S 3.048 -0.598 -0.022
16 C 5.911 -2.392 -1.807
17 O -2.774 2.056 -2.231
18 C 6.088 -3.510 -2.610
19 H -1.306 -4.103 -0.930
20 S 6.265 0.414 0.044
21 H 6.471 -2.273 -0.888
22 H -2.445 -2.588 3.997
23 H -5.475 -3.291 2.231
24 H 1.007 -3.928 -4.447
25 H 5.953 2.980 -4.773
26 C -0.440 -2.257 -1.907
27 H 2.184 -4.380 -2.451
28 C -1.979 -6.574 -0.207
29 H -2.558 -1.551 -4.443
30 H -0.925 -2.982 -5.651
31 H 6.790 -4.280 -2.314
32 H -2.206 -1.060 -2.042
33 C 0.290 -3.310 -3.919
34 H 3.600 -0.761 -3.668
35 C 4.365 1.362 -2.257
36 C -2.693 -4.294 0.590
37 C 4.301 -1.532 -3.370
38 C -0.476 -1.190 2.399
39 C -1.719 -1.990 -3.920
40 H 0.896 1.865 2.098
41 C 1.668 -3.649 -1.829
42 C 0.425 1.002 2.555
43 S -0.104 1.164 -1.526
44 C -0.846 -2.643 0.371
45 C -4.140 -6.151 1.019
46 C 3.166 2.045 -2.287
47 C -3.607 -3.445 1.207
48 C -0.485 -0.057 4.501
49 H -2.264 -7.616 -0.073
50 H -3.414 -2.380 1.247
51 C 5.167 2.716 -4.077
52 H 0.348 1.922 4.490
53 Fe 0.777 -0.193 -0.149
54 C -0.797 -1.188 3.768
55 P 4.717 0.030 -1.077
56 C -0.799 -2.783 -4.595
57 H -4.349 -7.211 0.939
58 N -1.493 -3.811 0.019
59 C -2.956 -5.664 0.482
60 H 6.332 1.194 -3.116
61 C 2.947 3.060 -3.212
62 H -1.935 -6.381 -1.283
63 C 0.494 -3.062 -2.562
64 O -0.929 3.341 -3.197
65 C 0.118 1.043 3.902
66 C -1.462 -2.368 4.427
67 C 5.015 -1.398 -2.181
68 H 1.360 -4.139 -0.902
69 C 5.379 1.710 -3.153
70 H -5.954 -5.722 2.080
71 H -0.969 -6.436 0.183
72 H -0.725 -0.038 5.559
73 C 5.377 -3.638 -3.795
74 C -4.773 -3.960 1.752
75 C -1.539 -1.727 -2.575
76 H 2.379 1.796 -1.593
77 H 1.992 3.571 -3.216
78 H -1.611 -2.174 5.489

Calculated values
2S+1   6
Total energy   -4902.808582 Ha
Charge   -1
Lowest unoccupied orbital energy (spin up / spin down)   2.04 / 1.93 eV

Atomic partial charges in e from the Löwdin method, atoms 1 to 5: atom 1 (C): -0.09, atom 2 (H): 0.03, atom 3 (N): 0.03, atom 4 (H): 0.09, atom 5 (H): 0.11

=====

Entry from the Open Molecules 2025 dataset: a molecular structure, C34H32HgN7O3 (ωB97M-V with the def2-TZVPD basis set).

Cartesian coordinates (Å):
1 N 2.461 6.846 2.013
2 C 0.829 -3.919 -1.357
3 C 0.114 -2.670 -0.921
4 C 2.097 -6.226 -2.288
5 C 1.954 6.145 1.243
6 C 2.994 0.339 -3.767
7 C 1.592 -6.177 -0.995
8 C -1.147 -1.396 1.934
9 C -2.429 2.002 3.002
10 H 4.244 -3.395 -0.794
11 H 4.448 1.153 1.116
12 H 0.568 -4.972 0.474
13 C 1.338 -3.973 -2.652
14 H -1.906 5.011 1.809
15 N 1.466 2.787 0.567
16 H -1.609 1.482 -5.612
17 C 1.803 2.355 -4.270
18 C 5.442 -0.311 -0.097
19 H 2.365 -5.148 -4.123
20 C 2.782 1.444 -4.590
21 C 4.427 0.142 0.727
22 C -2.572 0.478 -3.272
23 H 6.268 0.349 -0.337
24 H -1.670 -0.065 -3.563
25 H -0.663 3.761 2.056
26 H -1.822 3.593 0.735
27 H -2.605 2.947 -5.544
28 C -2.544 1.903 -5.233
29 H 1.490 -0.776 1.867
30 C -1.902 1.007 2.107
31 H 1.687 -7.042 -0.347
32 H -3.273 2.386 -3.389
33 C 1.971 -5.117 -3.114
34 Hg 0.056 0.619 -0.528
35 H 2.435 -2.597 0.667
36 C -2.769 0.371 4.755
37 N 2.354 -0.254 1.907
38 C 0.105 3.212 -2.750
39 H 1.215 -3.102 -3.284
40 C 4.316 -2.408 -0.350
41 H -0.458 3.163 -1.830
42 H 3.766 -0.385 -4.001
43 O -1.666 1.286 0.877
44 N -2.531 1.830 -3.791
45 H 2.580 -7.126 -2.651
46 C 1.334 5.324 0.283
47 H 6.200 -1.943 -1.280
48 C 3.336 -0.682 1.027
49 H -3.236 2.474 4.899
50 H -2.609 0.499 -2.183
51 N -0.523 -1.349 0.817
52 C 3.297 -1.968 0.477
53 H -0.015 4.096 -3.360
54 H -3.126 0.132 5.750
55 C 0.669 5.974 -0.774
56 N 0.142 6.570 -1.615
57 C 1.222 1.068 -2.271
58 H 3.396 1.593 -5.473
59 O -2.612 3.323 2.656
60 N -0.021 -2.559 0.392
61 C -1.738 -0.300 2.665
62 H 2.368 -0.726 -2.030
63 H 1.630 3.224 -4.897
64 C 2.201 0.161 -2.632
65 C 5.402 -1.590 -0.637
66 C -2.842 1.680 4.275
67 H 2.194 0.744 1.920
68 C -2.212 -0.595 3.952
69 C 1.382 3.932 0.405
70 H -3.380 1.349 -5.698
71 O -0.287 -1.884 -1.809
72 C -1.697 3.942 1.757
73 H -2.132 -1.616 4.314
74 C 0.967 -5.030 -0.529
75 H -3.450 -0.082 -3.638
76 H -1.250 -2.382 2.399
77 C 1.016 2.220 -3.089

Calculated values
2S+1   2
Total energy   -2077.224994 Ha
Charge   -2
Lowest unoccupied orbital energy (spin up / spin down)   4.38 / 4.38 eV

Atomic partial charges in e from the Löwdin method, atoms 1 to 5: atom 1 (N): 0.08, atom 2 (C): -0.15, atom 3 (C): -0.55, atom 4 (C): -0.13, atom 5 (C): -0.28

=====

Entry from the Open Molecules 2025 dataset: 3 unconnected molecules or ions with the total composition C34H32NO9P (ωB97M-V with the def2-TZVPD basis set).

Cartesian coordinates (Å):
1 H 5.399 0.572 -0.503
2 H 4.282 -0.374 0.481
3 C -1.153 1.651 5.190
4 C -5.677 0.117 -4.386
5 C 5.341 -0.234 0.237
6 O 6.877 2.542 0.920
7 C -5.194 -3.594 -3.805
8 C 4.109 -1.831 -1.830
9 H -2.693 3.067 7.847
10 C -3.602 1.648 6.501
11 C -2.194 0.859 4.718
12 C -1.343 2.447 6.320
13 O -0.427 4.027 7.815
14 H -6.719 -5.095 -3.769
15 H -4.556 1.643 7.011
16 H -1.110 -0.593 -3.819
17 H 2.419 -4.817 -3.159
18 H 5.926 -0.513 2.183
19 H -8.043 -1.074 -4.469
20 C 0.154 1.627 4.470
21 C 1.472 -2.909 -2.848
22 H 5.742 -2.362 0.238
23 H -8.555 -3.494 -4.190
24 O 0.271 -2.230 -3.181
25 C -3.496 -1.785 -3.860
26 H 1.073 -4.476 -4.262
27 C -4.911 -2.242 -3.962
28 C -3.219 -0.336 -4.072
29 C -3.972 1.909 -4.533
30 H -4.223 0.239 5.004
31 C 2.495 2.445 4.389
32 O -6.580 0.903 -4.575
33 H 0.753 -4.945 -2.582
34 H 1.649 -2.829 -1.767
35 C -7.258 -1.794 -4.283
36 O 5.497 -1.741 -1.714
37 O -2.606 -2.575 -3.617
38 C 1.062 3.275 6.143
39 C -2.571 2.441 6.973
40 H 4.266 2.427 0.896
41 H -0.498 -2.789 -3.029
42 C -0.251 3.316 6.848
43 H -2.023 0.253 3.839
44 H -0.607 1.806 -4.186
45 H 3.704 -2.455 -1.015
46 H 4.152 4.633 6.368
47 C 2.578 -2.168 -3.594
48 H 3.636 -0.835 -1.776
49 C -5.947 -1.339 -4.204
50 C 5.942 -1.486 -0.396
51 H -4.791 2.587 -4.729
52 C -1.630 1.456 -4.225
53 N 6.113 0.133 1.423
54 O 4.519 2.193 1.795
55 C -3.414 0.857 5.372
56 O 3.875 -2.399 -3.078
57 C 1.422 -4.377 -3.232
58 H 2.342 -1.096 -3.596
59 H 4.495 3.195 4.379
60 P 6.072 1.705 2.068
61 H 1.931 4.675 7.492
62 C 2.107 4.055 6.623
63 H 7.021 -1.350 -0.455
64 C -7.534 -3.141 -4.126
65 C -1.904 0.114 -4.020
66 C 3.339 4.027 5.992
67 C -4.256 0.564 -4.328
68 H 6.556 2.488 0.012
69 C -6.501 -4.042 -3.889
70 H 2.610 -2.513 -4.628
71 C 1.256 2.468 5.020
72 H -4.375 -4.276 -3.619
73 O 0.311 0.948 3.478
74 C 3.534 3.220 4.876
75 H -2.440 3.400 -4.645
76 H 2.628 1.824 3.515
77 C -2.661 2.353 -4.483

Calculated values
SMILES   O=C1c2ccccc2C(=O)c2ccccc21.O=C1c2ccccc2C(=O)c2ccccc21.C[C@H](O)COCOCCNP(O)O
Total energy   -2388.168190 Ha
Lowest unoccupied orbital energy   -1.09 eV

Atomic partial charges in e from the Löwdin method, atoms 1 to 5: atom 1 (H): 0.11, atom 2 (H): 0.12, atom 3 (C): -0.08, atom 4 (C): -0.28, atom 5 (C): -0.26